# 1
A molecular structure, C13H23BrMoNP, computed with ωB97M-V with the def2-TZVPD basis set.

Geometry as XYZ:
```
40
Properties=species:S:1:pos:R:3:forces:R:3:nbo_charge:R:1
C 0.3891 3.3088 -3.6134 0.4 -0.4 0.6 -0.143
C -0.8509 2.7712 -3.3339 -0.3 -0.2 0.3 -0.200
C -0.9831 1.7519 -2.3779 -0.5 0.0 -0.3 -0.059
C 0.1041 1.1303 -1.7450 -0.5 -0.3 -0.1 -0.323
C 1.3632 1.6855 -2.0548 -0.4 0.1 -0.3 0.035
C 1.4904 2.7621 -2.9450 0.0 0.1 -0.1 -0.209
C -2.3788 1.2922 -2.0647 -0.5 0.1 -0.6 -0.458
C -2.5763 -0.1320 -1.6178 -0.8 0.2 1.0 -0.248
N -1.8957 -1.2748 -2.3199 -1.1 -0.1 0.4 -0.402
Mo -0.4206 -0.5793 -0.4078 1.2 2.4 -0.1 0.408
C 2.5774 1.0741 -1.4467 0.3 -0.7 0.7 -0.734
P 2.1324 -0.6106 -0.8148 0.8 1.8 0.6 1.207
H -1.7294 3.1383 -3.8695 0.2 -0.1 0.3 0.239
H 2.4661 3.1881 -3.1571 0.0 -0.2 0.1 0.238
H 0.4911 4.1382 -4.3113 0.1 -0.3 0.1 0.254
H 2.9685 1.6611 -0.6069 0.0 -0.1 -0.1 0.280
H 3.3847 0.9488 -2.1715 0.1 -0.1 0.1 0.275
H -2.8047 1.9000 -1.2421 0.1 -0.2 -0.4 0.279
H -3.0482 1.3850 -2.9270 0.2 0.6 0.0 0.243
H -2.4482 -0.1300 -0.4664 0.1 -0.9 -0.8 0.258
C 3.4246 -1.3095 0.2573 0.1 -0.1 -0.1 -0.951
C 1.9312 -1.6187 -2.3112 -0.3 -0.6 0.0 -0.950
H -3.6579 -0.3386 -1.7026 0.5 0.2 0.4 0.272
C -1.4228 -0.9680 -3.7032 1.1 0.2 -1.0 -0.427
C -2.9170 -2.3688 -2.4908 -0.8 -1.3 -0.2 -0.415
H 1.4309 -0.1866 0.6306 -1.6 -0.9 -1.4 0.156
H -2.0996 -1.4234 -4.4704 0.6 0.7 0.9 0.251
H -1.3136 0.1223 -3.8725 0.0 -0.9 0.2 0.269
H -0.4491 -1.4621 -3.7988 -0.3 0.2 -0.3 0.223
H -3.1080 -2.5610 -3.5535 0.0 0.1 0.5 0.248
H -2.5327 -3.2915 -2.0772 -0.1 -0.3 0.2 0.234
H -3.8719 -2.1185 -2.0228 0.4 -0.1 0.1 0.244
H 2.9192 -1.8728 -2.7020 0.1 -0.1 0.2 0.303
H 1.3825 -2.5326 -2.0751 0.2 -0.1 -0.1 0.262
H 1.3920 -1.0725 -3.0845 0.1 0.2 0.2 0.273
H 4.4243 -1.2830 -0.2073 -0.4 -0.2 0.1 0.288
H 3.4596 -0.7363 1.2043 -0.1 -0.3 -0.5 0.284
H 3.1012 -2.3447 0.4723 0.4 0.3 0.0 0.276
H -1.2857 -2.0136 -1.3868 0.3 1.3 -0.5 0.318
Br -1.2165 0.7142 1.4856 0.4 -0.4 -0.1 -0.097
```
Forces are in eV/Å.

Computed properties:
Spin multiplicity: 3
Orbital gap (alpha / beta) (eV): 7.323 / 5.970
F_max (eV/A): 2.73
M (u): 400.15
Total charge: +2
HOMO (alpha / beta) (eV): -15.229 / -15.201

***

# 2
5 unconnected molecules or ions with the total composition C7H23BrN7O4, computed with ωB97M-V with the def2-TZVPD basis set.

Geometry as XYZ:
```
42
Properties=species:S:1:pos:R:3:forces:R:3:nbo_charge:R:1
Br 24.7752 -15.5636 9.0023 0.2 0.6 -0.3 -0.019
C 23.3671 -18.7366 10.7712 -0.5 -1.7 1.4 0.743
O 22.9607 -19.6933 11.3939 -0.8 -0.9 0.7 -0.663
N 22.8225 -17.5625 10.7258 -3.2 2.6 0.9 -0.856
N 24.4652 -18.7517 10.0993 5.1 -0.7 -2.8 -0.842
H 21.8882 -17.5732 11.1094 -0.1 0.9 -0.2 0.449
H 23.1740 -16.7679 10.2109 -0.4 -0.6 0.4 0.367
H 24.6852 -17.9374 9.5436 0.3 -0.7 0.0 0.366
H 25.0242 -19.5906 10.0376 -0.2 0.2 -0.1 0.406
C 20.0882 -15.6932 9.8942 5.2 -1.6 2.7 0.753
O 20.3500 -16.3821 10.8744 0.0 -0.8 0.1 -0.701
N 21.0024 -15.1768 9.0821 2.5 0.9 -1.8 -0.830
N 18.9450 -15.2872 9.6152 -7.5 1.8 -1.3 -0.799
H 21.9815 -15.4177 9.1402 -0.5 0.1 0.1 0.396
H 20.6948 -14.6598 8.2707 0.4 -0.3 0.1 0.382
H 18.8237 -14.4248 9.1036 -0.5 -0.5 0.1 0.392
H 18.1888 -15.7472 10.1018 -0.1 0.6 -0.1 0.416
C 28.8518 -16.7837 10.4186 5.3 0.4 2.3 0.742
O 30.0194 -16.6079 10.8239 -0.9 -0.1 -0.5 -0.687
N 28.1164 -17.7422 10.9306 -2.8 -1.9 0.4 -0.822
N 28.3369 -16.0270 9.4867 -2.5 1.9 -2.7 -0.829
H 28.4217 -18.3718 11.6589 0.3 0.5 -0.3 0.424
H 27.1638 -17.8273 10.6061 0.1 -0.3 0.3 0.377
H 27.3363 -15.9842 9.3556 0.2 -0.2 -0.1 0.373
H 28.8374 -15.2926 9.0068 0.4 -0.4 0.6 0.417
C 26.9773 -14.9637 14.3667 -0.6 -0.9 -0.9 -0.612
C 26.1211 -15.5336 13.1582 3.5 1.9 0.2 -0.066
C 24.7831 -16.0799 13.4442 -1.3 -1.0 0.5 -0.074
O 23.8762 -15.1524 13.9578 -1.2 1.2 0.0 -0.547
C 22.4848 -15.4424 13.7217 0.7 -0.2 0.0 -0.250
N 26.2034 -14.5583 12.0464 -1.7 0.2 -0.4 -0.810
H 26.5146 -14.2267 15.0231 -0.4 -0.5 0.0 0.223
H 27.8989 -14.4897 14.0288 0.0 -0.1 -0.4 0.207
H 27.2884 -15.8999 14.8302 0.0 0.4 0.9 0.210
H 26.7699 -16.3179 12.7684 -0.3 -0.9 0.6 0.179
H 24.7879 -16.8790 14.1856 0.9 -0.4 0.2 0.183
H 24.4165 -16.6216 12.5723 -0.3 0.3 -0.6 0.173
H 21.8286 -14.6696 14.1222 0.6 0.5 -0.2 0.192
H 22.1266 -16.3252 14.2514 0.4 -0.5 -0.1 0.170
H 22.3366 -15.5697 12.6494 -0.3 0.0 0.0 0.178
H 25.9128 -15.0667 11.2235 0.0 0.0 -0.3 0.317
H 27.1195 -14.1965 11.8228 0.2 -0.2 0.5 0.372
```
Forces are in eV/Å.

Computed properties:
Spin multiplicity: 2
Energy relative to the best compared isomer or geometry (same formula, charge and spin) (kcal/mol): 1.7
Orbital gap (alpha / beta) (eV): 9.337 / 3.869
F_max (eV/A): 7.80
M (u): 349.21
HOMO (alpha / beta) (eV): -9.387 / -9.251

***

# 3
A molecular structure, C4H20B3MgO2S, computed with ωB97M-V with the def2-TZVPD basis set.

Geometry as XYZ:
```
31
Properties=species:S:1:pos:R:3:forces:R:3:nbo_charge:R:1
Mg -1.5496 -0.7731 -0.9425 -0.4 1.0 1.2 1.792
B -1.7570 -2.0843 0.5833 0.0 -1.3 1.7 -0.880
H -1.8917 -2.5598 1.5425 -0.6 -2.0 3.3 0.010
H -0.7835 -2.3046 0.1734 3.9 -1.1 -1.3 -0.023
H -2.4774 -2.3327 -0.1806 -2.9 -1.1 -2.4 -0.003
H -1.7721 -1.0252 0.7889 -0.2 3.7 1.4 -0.042
B -1.1171 -1.4953 -2.6983 0.7 -0.9 -2.3 -0.814
H -2.0599 -1.8576 -2.3188 -3.5 -1.5 0.5 -0.024
H -0.8550 -1.7982 -3.7002 1.1 -1.4 -3.3 0.003
H -1.0410 -0.4210 -2.6317 -0.4 4.4 -1.0 -0.037
H -0.4143 -1.6261 -1.8901 3.8 -2.3 1.9 -0.068
B -3.2104 0.5045 -0.9188 -1.3 1.1 0.2 -0.864
H -2.2307 0.8659 -1.1905 3.4 2.0 -1.4 -0.061
H -3.2210 0.5361 0.1597 -0.2 -0.2 4.1 0.001
H -3.9575 1.2023 -1.2640 -2.7 2.5 -1.6 0.009
H -3.3670 -0.4826 -1.3254 -1.1 -3.4 -1.3 -0.027
C 2.2132 1.9869 1.8991 -1.4 1.2 1.8 -0.431
C 2.9216 0.6961 1.9270 2.1 0.2 -0.1 -0.416
C 2.0889 -0.3467 1.2792 -0.7 0.1 -0.3 -0.619
S 1.5627 0.5602 -0.2384 -2.3 -0.2 -0.7 2.111
O 0.0894 0.3324 -0.4151 3.9 1.2 0.7 -0.970
O 2.4460 0.4446 -1.3819 -0.3 -0.5 0.8 -0.912
C 1.8781 2.2516 0.4476 -1.3 -0.6 0.0 -0.630
H 2.6594 2.7893 2.4866 1.1 0.3 -0.8 0.228
H 1.3713 1.9169 2.5879 -1.1 -0.4 -0.7 0.217
H 3.3371 0.4244 2.8974 -0.1 -0.1 -0.1 0.226
H 3.7203 0.9095 1.2166 1.0 -0.6 0.3 0.198
H 1.1695 -0.4883 1.8473 -0.1 -0.4 -0.2 0.259
H 2.6436 -1.2713 1.1192 -0.4 0.1 -0.5 0.260
H 0.9237 2.7517 0.2827 0.2 0.2 0.0 0.264
H 2.6803 2.6947 -0.1425 0.0 -0.2 0.1 0.245
```
Forces are in eV/Å.

Computed properties:
Energy relative to the best compared isomer or geometry (same formula, charge and spin) (kcal/mol): 111.0
Orbital gap (eV): 7.662
F_max (eV/A): 4.83
M (u): 189.01
Total charge: -1
HOMO (eV): -5.434

***

# 4
A molecular structure, C19H55Ag2N8O7, computed with ωB97M-V with the def2-TZVPD basis set.

Geometry as XYZ:
```
91
Properties=species:S:1:pos:R:3:forces:R:3:mulliken_charge:R:1
Ag -1.4231 0.6878 -4.2190 0.4 -0.5 0.0 0.617
Ag 0.3742 -3.1694 -2.1326 -0.8 0.8 0.7 0.403
C -0.6758 -0.1699 -1.4043 0.4 -0.1 -0.3 0.308
O -0.8291 -1.0819 -2.4678 0.3 -0.5 -0.4 -0.842
H -0.6721 0.8749 -1.7543 0.0 0.0 0.0 0.040
H -1.4618 -0.2050 -0.6367 -0.1 -0.3 0.0 0.147
H 0.2911 -0.3205 -0.9057 -0.1 0.2 0.3 -0.300
C 6.1605 0.6982 3.0179 0.5 0.6 0.1 -1.355
C 5.2400 1.8015 2.4687 -0.1 -0.9 2.6 0.427
C 3.8450 1.1921 2.3228 0.6 0.7 -2.3 -0.596
O 2.9523 2.2130 1.8545 -0.2 0.2 -0.1 -0.456
C 2.2712 1.8806 0.6791 -0.7 -0.7 -0.3 -0.520
N 5.1614 2.8801 3.4996 -1.0 -0.1 -0.6 -0.815
H 5.9533 0.5556 4.0800 -0.2 -0.3 -0.1 0.327
H 7.2027 1.0229 2.9957 0.0 0.1 -0.1 0.354
H 6.1129 -0.2459 2.4745 -0.2 0.0 0.0 0.338
H 5.6687 2.1767 1.5415 -0.5 0.2 -0.1 0.327
H 3.4349 0.7407 3.2265 0.3 -0.1 0.0 0.326
H 3.9672 0.5011 1.4778 -0.4 -0.6 0.5 0.229
H 2.8941 1.4414 -0.1092 0.5 0.2 0.1 0.401
H 1.7287 2.7149 0.2357 0.3 0.4 0.4 0.356
H 1.4940 1.1213 0.8429 0.0 -0.1 0.3 0.030
H 4.2673 3.3242 3.2684 0.5 0.8 -0.2 0.330
H 4.8381 2.4466 4.3682 0.7 -0.3 0.1 0.288
C -1.9228 -3.8378 1.1459 -0.1 0.4 0.6 -1.675
C -0.5162 -3.2632 0.9861 0.1 -0.5 -0.3 1.913
C 0.2922 -3.1793 2.2944 -0.5 0.0 0.6 -0.982
O 1.6606 -2.8628 2.1676 0.2 -0.4 -1.5 -0.525
C 1.9191 -1.6919 1.3938 -0.2 0.0 1.1 0.266
N 0.2944 -4.1109 0.0506 0.2 0.2 -0.6 -0.524
H -2.4325 -3.3365 1.9734 0.1 -0.1 0.1 0.361
H -1.9255 -4.9064 1.3616 0.1 0.0 0.0 0.461
H -2.5686 -3.6318 0.2913 0.3 -0.2 -0.3 0.357
H -0.6521 -2.2848 0.5240 0.3 0.2 0.1 -0.710
H 0.3087 -4.1582 2.7792 -0.2 -0.1 -0.1 0.393
H -0.1764 -2.4876 2.9998 -0.2 0.1 -0.1 0.444
H 1.4967 -1.6837 0.3840 -0.2 -0.2 0.1 -0.041
H 2.9960 -1.5904 1.2932 0.0 0.0 0.2 0.286
H 1.4912 -0.8918 2.0025 0.3 0.5 -0.5 -0.157
H 1.1765 -4.2797 0.5324 0.2 0.0 -0.4 0.239
H -0.1146 -5.0271 -0.0999 -0.2 0.1 0.3 0.245
C 2.6362 1.1135 -6.2762 -0.7 -1.0 -0.7 -1.642
C 1.7619 1.2950 -5.0418 -0.1 1.2 0.4 0.925
C 0.8747 2.5425 -5.1643 0.6 -0.3 -0.9 -1.123
O 0.1073 2.7901 -4.0129 -0.5 -0.2 0.3 -0.343
C 0.8035 3.0882 -2.8233 0.8 0.9 0.9 -0.388
N 0.8643 0.1302 -4.8472 0.6 0.0 -0.5 -0.297
H 1.9802 0.9953 -7.1479 0.0 -0.1 0.0 0.410
H 3.1538 0.1593 -6.1472 0.3 0.1 -0.2 0.421
H 3.3442 1.8700 -6.6053 0.0 0.3 0.8 0.406
H 2.4262 1.4047 -4.1813 -0.1 0.1 0.1 0.070
H 0.1497 2.3902 -5.9694 -0.1 -0.3 0.1 0.402
H 1.4598 3.3912 -5.5376 0.1 0.3 0.7 0.411
H 1.8716 3.2711 -2.9655 0.0 -0.1 -0.4 0.419
H 0.7233 2.3494 -2.0228 -0.2 -0.4 -0.4 -0.160
H 0.4385 4.0124 -2.3699 -0.3 0.1 -0.3 0.359
H 1.1886 -0.5226 -5.5562 -0.8 -0.3 0.1 0.187
H 0.9763 -0.3508 -3.9571 0.2 0.2 0.1 0.167
C -4.5641 1.9312 5.8253 -0.5 -1.1 -0.1 -1.329
C -3.0991 1.8753 5.3604 -0.1 0.3 0.2 0.584
C -3.0130 1.1562 4.0133 -1.0 -0.1 -0.4 -0.683
O -1.7163 0.8610 3.5819 1.0 0.8 0.3 -0.445
C -1.6009 -0.1380 2.5975 0.2 0.0 1.8 -0.262
N -2.4896 3.1797 5.5271 1.4 0.2 -0.3 -0.720
H -5.2819 1.7467 5.0200 0.2 0.1 -0.2 0.300
H -4.9029 2.8356 6.3236 0.5 0.2 0.0 0.438
H -4.7303 1.0997 6.5144 -0.1 0.1 0.1 0.280
H -2.5377 1.2006 6.0151 0.0 0.2 0.3 0.266
H -3.5097 1.7285 3.2164 -0.3 -0.1 0.2 0.190
H -3.5157 0.1893 4.1902 -0.4 0.2 -0.3 0.293
H -0.5190 -0.2389 2.5227 -0.1 0.0 -0.9 0.215
H -2.1544 0.0960 1.6872 0.2 -0.1 -0.1 0.164
H -1.9344 -1.0679 3.0826 -0.4 -0.2 -0.6 0.223
H -1.5453 3.1702 5.1508 0.0 0.0 0.2 0.244
H -2.9105 4.0139 5.1413 -0.7 -0.4 -0.2 0.209
C -5.3403 0.3392 1.3451 -2.6 1.2 0.1 0.629
O -6.3000 0.8098 1.9583 1.4 -0.3 0.0 -0.635
N -5.2004 -0.9879 1.1485 0.7 -0.9 -0.1 -0.321
N -4.4375 1.1098 0.6636 0.7 -0.1 -0.1 -0.294
H -5.6923 -1.6445 1.7247 -0.2 0.1 0.0 0.215
H -4.4774 -1.3245 0.5402 0.0 -0.2 0.2 0.106
H -4.6541 2.0794 0.5160 -0.2 0.0 0.1 0.217
H -3.9179 0.6470 -0.0605 0.1 0.2 -0.1 0.104
C -0.9826 -2.7337 -6.3726 -1.8 2.1 -1.2 0.547
O -1.8490 -1.8972 -6.6487 0.4 -0.8 0.3 -0.633
N -0.3118 -2.6301 -5.1981 1.0 -0.9 0.8 -0.132
N -0.5687 -3.6989 -7.2323 0.7 0.1 1.2 -0.374
H 0.4857 -3.2219 -5.0371 0.0 0.0 0.2 0.125
H -0.6109 -2.0049 -4.4637 -0.2 0.1 -0.2 0.112
H -1.1229 -3.9747 -8.0192 0.0 0.0 0.0 0.266
H 0.1224 -4.2926 -6.8122 -0.1 -0.7 -0.7 0.159
```
Forces are in eV/Å.

Computed properties:
Energy relative to the best compared isomer or geometry (same formula, charge and spin) (kcal/mol): 28.6
Orbital gap (eV): 6.394
F_max (eV/A): 3.03
M (u): 723.43
Total charge: +1
HOMO (eV): -10.387

***

# 5
2 unconnected molecules or ions with the total composition C4H8O3, computed with ωB97M-V with the def2-TZVPD basis set.

Geometry as XYZ:
```
15
Properties=species:S:1:pos:R:3:forces:R:3:nbo_charge:R:1
C 0.0037 -1.9155 -0.9918 0.0 0.1 0.0 -0.392
C -0.0735 -0.6208 -0.7081 0.0 -0.2 0.0 -0.199
C 0.9252 0.1457 0.1234 0.0 -0.1 0.0 -0.054
O 0.6953 1.5338 0.0427 0.0 0.0 0.1 -0.723
C 0.8514 -0.2821 1.5837 0.1 0.3 0.3 0.436
O 0.8017 0.5370 2.4704 0.0 -0.4 -0.4 -0.525
H -0.7816 -2.4005 -1.5640 0.1 0.1 0.1 0.211
H 0.8322 -2.5438 -0.6708 0.0 0.1 -0.1 0.191
H -0.9352 -0.0366 -1.0122 0.1 -0.2 0.0 0.230
H 1.9503 -0.0929 -0.2116 -0.1 0.0 0.1 0.201
H 0.7904 1.8639 0.9563 0.0 0.0 -0.1 0.497
H 0.8604 -1.3700 1.7804 0.0 0.1 0.0 0.132
O -2.2294 1.6613 -0.3053 0.1 0.1 -0.2 -0.952
H -2.4112 1.6615 -1.2522 -0.1 0.1 0.1 0.463
H -1.2796 1.8589 -0.2410 -0.1 0.0 0.0 0.486
```
Forces are in eV/Å.

Computed properties:
SMILES: C=C[C@@H](O)C=O.O
Energy relative to the best compared isomer or geometry (same formula, charge and spin) (kcal/mol): 47.4
Orbital gap (eV): 10.717
F_max (eV/A): 0.57
M (u): 104.10
HOMO (eV): -10.093

***

# 6
A single C17H18ClN5O4S molecule, computed with ωB97M-V with the def2-TZVPD basis set.

Geometry as XYZ:
```
46
Properties=species:S:1:pos:R:3:forces:R:3:nbo_charge:R:1
O -1.1401 -1.0583 -3.4688 -1.3 2.1 -0.9 -0.643
C -1.2653 -2.2144 -3.1761 1.5 0.0 -1.3 0.796
N -1.6624 -3.2323 -4.0567 0.8 1.2 1.9 -0.619
C -1.8411 -2.8861 -5.4339 -1.9 0.9 -0.9 -0.257
C -1.2516 -3.8668 -6.5059 -1.4 -1.2 3.2 -0.062
O -0.7231 -5.0496 -5.8583 0.1 -0.2 0.1 -0.743
N -0.7239 -2.5681 -1.9692 -0.5 -2.2 -1.4 -0.615
C -0.7504 -1.8181 -0.8503 -0.8 0.5 2.1 0.557
N -0.5341 -2.4267 0.2872 0.1 2.0 0.7 -0.487
C -0.7642 -1.3806 1.2139 -0.1 -1.3 0.5 0.133
C -0.6632 -1.4650 2.6014 -0.6 -0.4 0.9 -0.222
C -1.1359 -0.4001 3.4007 1.7 0.8 0.6 -0.180
C -1.5628 0.7803 2.7558 0.1 -0.5 -0.2 -0.397
S -2.0617 2.2032 3.6763 -2.6 5.1 2.8 2.254
O -2.2400 2.0270 5.1084 0.1 -2.7 -0.4 -0.950
O -3.1601 3.0554 3.1696 1.2 -2.5 -1.1 -0.927
N -0.8510 3.3288 3.6922 0.8 0.3 -2.1 -0.870
C 0.4197 2.9597 4.2443 0.2 -0.9 2.0 -0.267
C 1.3619 4.1318 4.1508 -0.5 -0.7 2.3 -0.044
C 2.2891 4.1772 3.1236 -1.3 0.3 1.6 -0.185
C 3.2925 5.0889 3.1832 2.0 -0.2 -1.8 -0.219
C 3.3349 5.9554 4.2297 0.5 2.4 2.0 -0.198
C 2.3852 5.9754 5.3019 1.5 1.1 -1.4 -0.226
C 1.4404 5.0121 5.2809 -0.5 -0.3 -1.3 -0.028
Cl 0.3087 5.1917 6.5942 -0.5 -0.9 -0.3 0.004
C -1.5955 0.8553 1.3771 -0.7 2.1 -2.1 -0.135
C -1.2125 -0.2099 0.5824 0.5 -0.3 3.1 0.073
N -1.1810 -0.4846 -0.7166 0.6 -1.7 -3.7 -0.542
H -1.0348 -3.9776 -3.9186 0.4 -1.7 -0.1 0.389
H -2.9560 -2.8063 -5.5246 0.9 -0.2 -0.5 0.193
H -1.4892 -1.8711 -5.6311 0.2 0.0 0.1 0.220
H -2.1292 -4.1338 -7.1022 0.8 -0.2 -0.5 0.195
H -0.4421 -3.4232 -6.9574 1.3 1.2 -1.8 0.178
H 0.2546 -5.0605 -5.7909 -1.0 0.4 -0.4 0.479
H -0.6486 -3.5673 -1.8369 0.0 0.1 0.8 0.416
H -0.3155 -2.4455 2.9977 -0.2 1.1 0.0 0.239
H -0.8977 -0.2392 4.4950 -0.7 -1.0 -1.2 0.254
H -1.2127 4.2006 4.1411 0.0 -1.2 -0.6 0.424
H 0.9683 2.1232 3.7559 -1.0 0.3 -0.1 0.213
H 0.1947 2.6146 5.3372 1.0 0.6 -1.5 0.210
H 2.2129 3.5206 2.3104 -0.2 -1.0 -0.9 0.215
H 4.0752 4.9855 2.3563 -1.0 0.8 1.4 0.223
H 4.0932 6.7576 4.2781 -0.3 -0.6 -0.2 0.217
H 2.2832 6.7877 6.0608 0.7 -0.8 -0.8 0.236
H -1.9244 1.7828 0.8331 0.2 -0.8 1.0 0.239
H -1.2107 0.0876 -1.5496 -0.3 0.2 0.2 0.455
```
Forces are in eV/Å.

Computed properties:
SMILES: O=C(NCCO)Nc1nc2ccc(S(=O)(=O)NCc3ccccc3Cl)cc2[nH]1
Energy relative to the best compared isomer or geometry (same formula, charge and spin) (kcal/mol): 60.6
Orbital gap (eV): 9.034
F_max (eV/A): 6.43
M (u): 423.88
HOMO (eV): -8.961

***

> Among the records above, which one has the highest M?

C19H55Ag2N8O7